[1]
Below is a structure of composition C31H53As2CrN5O10P2, with properties calculated with wB97M-V/def2-TZVPD.

Geometry as XYZ:
```
104
Properties=species:S:1:pos:R:3:forces:R:3
Cr -0.24251 0.57357 -2.04679 0.5 0.7 -0.2
C -1.95886 -2.20574 0.61274 0.1 0.2 0.1
P -2.15755 -0.66916 -2.72434 -0.1 -0.4 -0.1
C -3.69797 -0.10524 -3.57596 0.1 0.3 0.1
C -1.40625 -1.69127 -4.04129 0.0 -0.1 0.1
C -1.83611 -2.99404 -4.27483 0.0 0.0 0.0
C -1.21529 -3.77379 -5.24331 0.0 0.0 0.0
C -0.15699 -3.25832 -5.97977 0.0 0.0 0.0
C 0.28126 -1.96078 -5.75534 0.0 0.0 0.0
C -0.34890 -1.17553 -4.79695 0.1 0.0 0.0
P 0.12922 0.53026 -4.42313 -0.3 -0.3 -0.7
C 1.76675 0.77499 -5.17219 0.0 0.1 0.2
C -0.92405 1.52745 -5.53634 0.1 0.2 0.1
H -2.39089 -2.60281 -0.29909 0.0 0.0 -0.2
H -2.68687 -1.57869 1.12709 0.0 0.0 0.0
H -1.67592 -3.02127 1.26934 0.0 0.0 0.1
H -4.17063 -0.99337 -3.99735 0.0 0.0 0.0
H -3.52534 0.59764 -4.39426 -0.1 -0.1 0.0
H -4.39492 0.33727 -2.86319 0.0 0.0 -0.1
H -2.64720 -3.40971 -3.68455 0.0 0.0 -0.1
H -1.54954 -4.79004 -5.41280 0.0 0.1 0.0
H 0.33086 -3.86772 -6.73101 0.0 0.0 0.1
H 1.11465 -1.57462 -6.32997 0.0 0.0 0.0
H 1.67347 0.71356 -6.25667 0.0 0.0 0.0
H 2.46729 0.02626 -4.81066 0.0 0.0 0.0
H 2.14819 1.76208 -4.91042 0.0 0.0 0.0
H -0.79985 1.15560 -6.55309 0.0 0.0 0.0
H -0.62476 2.57881 -5.51242 0.0 0.0 0.0
H -1.97759 1.44323 -5.27276 0.1 0.0 0.0
N 1.83923 1.36989 -1.50192 -0.2 -0.4 0.0
N 2.69365 0.39842 -2.10164 -0.2 0.0 -0.2
C 2.17478 -0.91282 -2.13554 0.0 0.1 0.1
O 2.91455 -1.85256 -2.25897 -0.2 0.0 0.0
O 0.85646 -0.96370 -2.07722 0.0 0.1 0.0
H 2.15031 2.27421 -1.83263 -0.1 0.2 -0.1
H 2.00404 1.35196 -0.49845 0.1 0.0 0.3
H 3.63601 0.40531 -1.73594 0.1 0.0 0.2
N -0.28534 3.49218 0.53893 -0.1 0.0 -0.1
C -1.51737 4.30319 0.56200 -0.1 -0.1 0.0
C -1.93670 4.63171 -0.86637 0.1 -0.2 -0.1
C -2.49419 3.46313 -1.68507 -0.1 -0.3 0.3
N -1.45053 2.53504 -2.26956 0.2 0.0 0.2
C -3.54215 2.67831 -0.88400 0.2 -0.2 -0.1
C -3.13957 2.31486 0.55071 0.1 0.4 -0.1
N -2.06359 1.25633 0.58347 -0.4 0.6 0.1
C -2.64106 3.55877 1.29946 0.2 -0.2 0.0
H 0.42646 3.98311 0.00945 0.1 0.1 0.0
H -1.16080 1.72379 0.36068 -0.1 -0.1 0.0
H 0.08316 3.40554 1.47940 0.0 0.0 0.1
H -1.34656 5.24671 1.08500 0.0 0.1 0.0
H -1.10561 5.10219 -1.40452 -0.1 0.0 0.0
H -2.73019 5.38069 -0.80988 0.0 0.0 -0.1
H -3.00369 3.91234 -2.53678 -0.1 0.0 -0.1
H -0.70109 3.12073 -2.63373 0.0 0.1 0.0
H -1.88646 2.12973 -3.09608 0.0 0.1 -0.1
H -3.83843 1.78047 -1.43779 0.0 0.1 0.1
H -4.43229 3.30766 -0.81434 0.0 -0.1 0.0
H -4.00096 1.89935 1.06972 0.0 -0.1 0.0
H -2.24715 0.48403 -0.05680 0.0 -0.1 0.0
H -1.93457 0.86449 1.54112 -0.3 0.0 0.1
H -2.31903 3.27662 2.30819 -0.1 0.0 0.0
H -3.48281 4.24489 1.41174 0.0 -0.1 0.0
C 0.34572 -3.85577 -0.71646 -0.1 0.0 0.0
O 0.57123 -3.20796 0.56305 0.2 -0.1 0.0
C 0.40420 -1.89969 0.67437 0.1 0.2 -0.1
O -0.80534 -1.37951 0.29521 -0.2 -0.3 0.0
C 1.33750 -1.08413 1.18996 -0.1 0.2 0.1
C 2.54864 -1.48997 1.86094 0.0 0.1 -0.2
As 2.16862 -2.57356 3.42167 -0.1 0.3 0.0
C 3.44282 -1.83886 4.71767 0.1 0.0 0.1
C 0.57183 -1.48853 4.02857 -0.1 -0.2 0.1
C 0.06571 -0.34018 3.57544 -0.2 0.3 0.0
As 0.64302 0.58527 1.90195 0.4 -0.5 0.8
C 2.15356 1.50830 2.74591 0.1 0.0 -0.1
C -1.16485 0.34672 4.12985 -0.1 -0.1 0.0
O -2.13343 0.53656 3.41018 0.2 0.0 -0.5
O -1.17125 0.91716 5.31820 0.3 0.0 0.1
C -0.07451 0.79312 6.24478 -0.1 -0.1 0.0
C -0.20340 -2.18247 5.12382 0.0 0.0 0.1
O -1.35870 -1.94379 5.37639 0.1 0.0 -0.1
O 0.54332 -3.08850 5.75219 0.0 0.0 0.0
C -0.07045 -3.86581 6.81184 0.0 0.1 -0.1
C 3.78530 -0.85344 1.40841 0.0 -0.4 0.1
O 3.81418 0.01835 0.55364 -0.1 0.2 -0.1
O 4.87824 -1.31791 2.00702 0.1 0.0 0.0
C 6.13601 -0.79301 1.52830 -0.1 0.0 0.0
H 1.18090 -4.53090 -0.87018 0.0 0.0 0.0
H 0.31638 -3.12801 -1.51932 0.0 0.1 0.0
H -0.58372 -4.42184 -0.66975 0.0 0.0 0.0
H 4.41682 -2.26446 4.48956 0.0 0.0 0.0
H 3.14153 -2.15768 5.71351 0.0 0.0 0.0
H 3.50436 -0.75360 4.67665 0.0 0.0 0.0
H 2.80165 0.82491 3.28851 0.0 0.0 0.0
H 1.72247 2.22242 3.44913 0.0 0.0 0.0
H 2.74881 2.04881 2.01418 0.0 0.0 -0.1
H -0.11677 -0.16576 6.75431 -0.1 0.0 0.0
H -0.21587 1.58615 6.96935 0.0 0.1 0.0
H 0.88382 0.91191 5.74663 0.1 0.0 -0.1
H 0.31998 -4.87335 6.72396 0.1 0.0 0.0
H -1.14911 -3.85683 6.71009 -0.1 0.0 -0.1
H 0.21451 -3.43666 7.76873 0.0 0.0 0.0
H 6.90486 -1.28280 2.11450 0.0 0.0 0.0
H 6.17920 0.28344 1.67059 0.0 0.0 0.0
H 6.25999 -1.02334 0.47336 0.0 0.0 0.0
```
Positions in Å, forces in eV/Å.

Spin multiplicity = 5
Net charge = +2
Gap between HOMO and LUMO (spin up / spin down) = 6.032 / 7.283 eV

=====

[2]
Below is a structure of composition C31H53As2CrN5O10P2, with properties calculated with wB97M-V/def2-TZVPD.

Geometry as XYZ:
```
104
Properties=species:S:1:pos:R:3:forces:R:3
Cr -1.27274 0.26363 1.47589 0.2 -0.2 0.0
C -0.88322 2.31747 4.59900 0.0 -0.1 -0.2
P -1.98115 1.67927 3.28423 -0.6 0.8 0.7
C -2.83518 3.22175 2.78466 0.1 -0.1 -0.1
C -3.31716 0.80816 4.19086 0.0 -0.1 0.0
C -3.45758 0.92907 5.57416 0.1 0.1 0.0
C -4.50172 0.29984 6.23494 0.0 0.0 0.1
C -5.41638 -0.46159 5.52202 0.0 0.0 0.0
C -5.28518 -0.58775 4.14649 0.0 0.0 0.1
C -4.23988 0.03234 3.46549 0.0 0.0 0.0
P -4.07331 -0.04461 1.63148 -0.3 -0.2 0.5
C -5.67224 0.69925 1.12592 0.2 0.0 -0.1
C -4.41276 -1.81320 1.23022 0.1 0.1 0.0
H -1.40232 3.03596 5.23061 0.0 0.0 0.1
H -0.04273 2.82651 4.12438 0.0 0.1 0.0
H -0.49765 1.50278 5.21399 0.0 0.0 0.0
H -3.27922 3.68999 3.66133 0.0 0.0 0.0
H -3.62763 2.99784 2.06968 0.0 0.0 0.0
H -2.12282 3.91249 2.32933 0.0 0.0 0.0
H -2.75938 1.52787 6.14643 -0.1 0.0 0.0
H -4.60790 0.41871 7.30648 0.0 0.0 -0.1
H -6.23698 -0.94758 6.03504 0.0 0.0 0.0
H -6.02132 -1.16864 3.60113 0.0 0.0 0.0
H -6.49743 0.18034 1.61233 0.0 0.0 0.0
H -5.77336 0.59321 0.04522 0.0 0.0 0.0
H -5.71228 1.75749 1.38404 0.0 0.0 0.0
H -4.94633 -2.31354 2.03637 0.0 0.0 0.0
H -3.49096 -2.35111 1.00316 0.0 0.0 0.0
H -5.02252 -1.84587 0.32795 0.0 0.0 0.0
N -1.78177 1.61972 -0.22997 -0.1 -0.3 -0.1
N -2.59404 0.70548 -0.96167 0.1 0.0 -0.2
C -2.20688 -0.64510 -0.95849 0.0 -0.2 -0.1
O -2.74449 -1.41432 -1.73079 0.3 0.2 0.2
O -1.30526 -0.94655 -0.05246 -0.4 -0.2 -0.5
H -2.38319 2.38598 0.04905 -0.1 0.0 0.2
H -1.09698 2.02807 -0.86662 0.3 0.0 -0.1
H -2.96797 1.03452 -1.84016 0.1 0.0 -0.1
N 1.47834 -2.81872 -0.20669 -0.9 -0.2 0.8
C 1.08556 -2.24582 1.12230 0.4 -0.6 0.4
C 2.29672 -1.74006 1.89014 -0.1 0.1 0.0
C 1.80167 -0.91848 3.07827 -0.1 -0.2 0.1
N 1.07319 0.28704 2.58756 0.1 -0.3 -0.1
C 0.90781 -1.78503 3.97398 -0.1 0.2 -0.1
C -0.22352 -2.50469 3.23920 0.3 0.0 -0.1
N -1.30064 -1.53860 2.90953 -0.2 0.1 -0.4
C 0.28163 -3.22056 1.97658 -0.1 0.2 -0.1
H 2.29440 -2.30082 -0.59247 0.4 -0.4 0.1
H 0.73750 -2.66506 -0.90811 -0.1 -0.3 0.0
H 1.70978 -3.80824 -0.15542 0.1 0.0 0.0
H 0.45684 -1.40283 0.90823 0.0 0.0 -0.3
H 2.92690 -1.12402 1.24350 0.0 -0.1 0.1
H 2.90573 -2.57167 2.25673 0.1 0.1 -0.1
H 2.66634 -0.61865 3.67225 0.1 0.1 0.0
H 1.66131 0.75854 1.90798 0.1 0.1 0.1
H 0.95893 0.93300 3.36024 0.0 0.0 0.0
H 0.47809 -1.17054 4.77464 0.1 -0.1 0.0
H 1.53949 -2.53767 4.45110 0.0 0.1 0.0
H -0.62928 -3.26244 3.91127 0.0 0.0 0.0
H -1.67421 -1.16889 3.77905 -0.1 -0.1 0.1
H -2.07081 -2.05632 2.49192 0.0 -0.1 0.1
H -0.56947 -3.61138 1.40811 0.1 0.0 0.0
H 0.90548 -4.06406 2.28989 0.0 0.0 -0.1
C -1.29604 -2.60641 -4.53264 0.0 0.0 0.1
O -0.79239 -1.29814 -4.17710 0.0 0.2 0.0
C 0.01110 -1.23331 -3.14464 -0.1 0.3 0.0
O 0.38507 -2.20356 -2.51075 0.0 0.0 -0.2
C 0.36503 0.18302 -2.74198 -0.2 -0.3 -0.3
C 0.70295 1.10985 -3.65739 0.2 0.1 -0.1
As 1.75170 0.23324 -5.10111 -0.2 0.0 0.3
C 2.74504 1.68246 -5.96352 0.0 0.0 -0.1
C 3.09914 -0.26940 -3.67526 0.2 -0.1 -0.1
C 3.02674 -0.25327 -2.34228 0.0 -0.2 0.2
As 1.44067 0.05939 -1.10942 0.2 1.0 -0.6
C 1.99182 1.87611 -0.56842 0.0 0.0 -0.1
C 4.06880 -0.84207 -1.42558 0.2 0.3 -0.2
O 3.79944 -1.86238 -0.81267 0.5 0.1 -0.3
O 5.15107 -0.17694 -1.08511 -0.1 0.1 0.0
C 5.54014 1.03976 -1.75026 0.0 0.0 0.0
C 4.31814 -0.92672 -4.28366 0.0 0.0 -0.1
O 5.26403 -1.33282 -3.65889 0.0 0.0 0.1
O 4.19987 -1.03456 -5.60470 0.0 0.1 0.0
C 5.29953 -1.67523 -6.29533 0.0 0.0 0.1
C 0.74008 2.53658 -3.22582 -0.1 0.0 0.1
O -0.06103 2.99475 -2.43934 -0.3 -0.1 0.3
O 1.66949 3.27069 -3.80116 0.4 0.1 -0.2
C 1.70243 4.66868 -3.44342 -0.1 0.1 0.0
H -1.77391 -2.48498 -5.49701 0.0 0.1 0.0
H -2.01571 -2.91593 -3.78080 0.0 0.0 0.1
H -0.48060 -3.32184 -4.58752 0.0 0.0 0.0
H 2.04647 2.45047 -6.28618 0.0 0.0 0.0
H 3.20352 1.24130 -6.84561 0.0 0.0 0.0
H 3.50925 2.12684 -5.33398 0.0 0.0 0.1
H 2.27946 2.53123 -1.38382 0.0 0.0 0.0
H 2.86526 1.73244 0.07396 0.0 -0.1 0.0
H 1.20901 2.35338 0.01895 -0.1 0.0 0.0
H 6.59819 1.15735 -1.54910 0.0 0.0 0.0
H 4.99222 1.88392 -1.33393 0.0 0.0 0.0
H 5.38073 0.98085 -2.82070 0.0 -0.1 0.0
H 5.02861 -1.67835 -7.34413 -0.1 0.0 0.0
H 5.43022 -2.68812 -5.92646 0.0 0.0 0.0
H 6.21610 -1.11485 -6.13439 0.0 0.1 0.0
H 2.45765 5.11830 -4.07804 0.0 0.0 0.0
H 1.96904 4.78642 -2.39522 0.0 -0.1 0.0
H 0.73376 5.12998 -3.61710 0.0 -0.1 0.0
```
Positions in Å, forces in eV/Å.

Spin multiplicity = 5
Net charge = +2
Gap between HOMO and LUMO (spin up / spin down) = 6.725 / 7.667 eV

=====

[3]
Below is a structure of composition C31H53BrNO3P3V, with properties calculated with wB97M-V/def2-TZVPD.

Geometry as XYZ:
```
93
Properties=species:S:1:pos:R:3:forces:R:3
C -2.40681 -3.53034 0.71489 0.0 -0.1 -0.1
C -1.12680 -3.18718 0.24489 -0.7 -0.4 -0.5
C -0.51479 -4.03140 -0.69772 -0.2 0.1 0.0
C -1.24080 -5.12315 -1.18754 0.0 0.3 0.6
N -2.47212 -5.41584 -0.76017 -0.1 0.1 -0.3
C -3.05114 -4.64268 0.16034 0.7 0.3 0.1
C -0.46666 -1.99368 0.72516 1.4 0.9 3.6
C 0.04447 -1.33597 1.71969 -1.2 -2.5 -2.7
C 1.10558 -1.30997 2.70437 0.3 0.4 0.0
C 1.75105 -0.09802 2.99223 0.1 0.0 0.0
C 2.93687 -0.08706 3.71895 -0.4 -0.4 -0.5
C 3.46756 -1.31586 4.10150 0.6 0.3 0.8
C 2.77966 -2.52353 3.95473 -0.3 0.2 -0.4
C 1.60208 -2.52719 3.21186 0.2 0.1 -0.1
V 0.08184 0.13609 0.20853 1.2 -2.6 0.4
P -1.41003 -0.06146 -1.56800 -1.6 -0.2 -1.4
H 0.50881 -3.85270 -1.02475 -0.3 0.0 -0.1
H -2.89289 -2.94559 1.49966 0.1 -0.1 -0.3
H -0.79731 -5.76805 -1.94646 -0.2 0.0 0.2
H -4.06089 -4.90093 0.48123 0.3 -0.1 -0.1
H 1.08209 -3.45432 2.96252 0.2 0.2 0.3
H 1.33227 0.83850 2.61951 0.1 -0.2 0.3
H 3.16807 -3.43826 4.39123 0.0 0.1 -0.2
H 3.43592 0.84324 3.95433 0.1 -0.1 -0.1
C -1.69809 1.42667 -2.60984 0.1 0.3 0.4
C -2.35329 1.25028 -3.97690 -0.2 0.2 -0.3
H -0.71570 1.90276 -2.73943 -0.3 -0.1 0.0
H -2.29024 2.11007 -1.98042 0.1 -0.1 -0.1
H -2.37463 2.23430 -4.46400 0.0 -0.3 0.0
H -1.79174 0.57721 -4.63615 -0.1 0.1 0.2
H -3.39366 0.90530 -3.91876 0.4 0.0 0.0
C -0.99117 -1.37679 -2.78382 0.5 -0.1 0.1
C -2.13547 -2.18318 -3.39796 0.0 -0.3 -0.3
H -0.29788 -2.06059 -2.26935 -0.2 0.2 -0.2
H -0.40999 -0.88019 -3.57477 -0.1 -0.2 0.2
H -1.69359 -2.96343 -4.03241 -0.1 0.2 0.1
H -2.74645 -2.69647 -2.64482 0.1 0.2 -0.1
H -2.78865 -1.58166 -4.04507 0.2 -0.1 0.3
C -3.05436 -0.51808 -0.88511 0.0 0.0 0.3
C -4.28651 -0.22836 -1.73838 -0.5 -0.1 0.0
H -3.14958 0.00483 0.08100 0.1 -0.2 -0.3
H -2.98711 -1.58854 -0.64453 -0.1 0.3 -0.1
H -5.17366 -0.56462 -1.18451 0.2 0.1 -0.1
H -4.41540 0.84306 -1.93200 0.1 -0.2 0.0
H -4.28939 -0.76742 -2.69381 0.1 0.2 0.3
Br 5.20013 -1.27783 4.90462 -0.6 -0.2 -0.2
P 2.06489 0.41791 -1.05022 0.9 0.5 -0.8
C 1.98802 0.47679 -2.88655 -0.3 -0.1 -0.1
C 3.12368 1.21116 -3.59311 0.3 0.1 -0.3
H 1.02214 0.94833 -3.13224 0.4 -0.1 0.0
H 1.91444 -0.56027 -3.24846 0.0 0.2 0.2
H 2.91971 1.25703 -4.67069 0.0 0.0 0.3
H 3.22562 2.24415 -3.24332 0.0 -0.2 -0.1
H 4.08810 0.70125 -3.47867 -0.3 0.2 0.0
C 2.89829 1.95312 -0.49375 0.0 0.1 0.2
C 4.42193 1.90893 -0.48078 0.4 0.3 0.0
H 2.51623 2.15748 0.52022 0.1 0.0 -0.2
H 2.52936 2.78508 -1.11346 0.0 -0.3 0.1
H 4.81351 2.86019 -0.09956 -0.1 -0.2 -0.1
H 4.80218 1.11914 0.17662 -0.1 0.1 -0.1
H 4.84815 1.76986 -1.48125 -0.1 0.0 0.3
C 3.13467 -1.00969 -0.61032 -0.1 -0.2 0.2
C 4.26759 -1.33362 -1.58243 0.4 -0.2 -0.1
H 2.45747 -1.87723 -0.52478 0.2 0.2 0.0
H 3.52455 -0.83811 0.40675 -0.1 0.0 -0.2
H 4.81212 -2.21862 -1.22934 -0.2 0.2 -0.1
H 3.89464 -1.56913 -2.58497 0.1 0.1 0.2
H 5.00221 -0.52408 -1.66184 -0.3 -0.2 0.0
C -2.99984 0.72373 2.87901 -0.2 -0.2 0.7
C -3.38682 1.82693 1.93916 -0.5 0.2 -0.4
O -2.34976 2.24832 1.00720 1.6 -0.8 -0.3
P -0.71595 1.98089 1.13471 -2.9 6.1 3.0
O -0.51064 2.11496 2.77001 0.5 -0.9 -2.2
C -0.30471 3.34404 3.50916 0.5 0.3 0.0
C -1.49850 4.24921 3.49753 -0.2 0.4 0.0
O -0.14552 3.46054 0.69300 -0.3 -1.4 0.2
C -0.39822 4.13763 -0.57432 0.3 -0.3 -0.1
C -1.73436 4.82988 -0.59124 -0.3 0.0 -0.1
H -2.51746 -0.12273 2.37486 -0.1 0.1 0.0
H -3.91776 0.35526 3.35159 0.1 0.0 -0.1
H -2.35411 1.08890 3.67662 0.0 -0.2 -0.1
H -4.23691 1.51038 1.31385 0.4 0.2 0.1
H -3.71077 2.72242 2.48220 0.1 -0.2 -0.1
H -0.07467 3.02253 4.52647 0.0 -0.1 -0.1
H 0.57871 3.85154 3.10239 -0.2 -0.1 0.1
H -2.39534 3.75867 3.88559 0.2 0.1 0.0
H -1.26296 5.09453 4.15155 -0.2 0.0 -0.1
H -1.69541 4.64101 2.49722 0.0 -0.1 0.1
H 0.41983 4.85786 -0.69441 -0.1 -0.2 0.2
H -0.31671 3.39663 -1.38076 0.0 0.2 0.1
H -1.79897 5.59184 0.19180 0.0 -0.1 -0.1
H -1.87389 5.32216 -1.56023 0.1 0.0 0.2
H -2.54386 4.10879 -0.45348 0.1 0.2 0.0
```
Positions in Å, forces in eV/Å.

Spin multiplicity = 4
Net charge = +2
Gap between HOMO and LUMO (spin up / spin down) = 7.074 / 6.475 eV

=====

Question: Which of these has the lowest spin multiplicity?
Answer: C31H53BrNO3P3V

=====

Question: Which value of net charge does entry 1 give?
Answer: +2